One molecule with the formula C5H8O. Source: OMol25; level of theory: ωB97M-V/def2-TZVPD.

Values from the calculation:
lowest unoccupied orbital energy = 1.099 eV
charge = 0
energy = -270.45203 Eh
largest force on an atom = 1.54 eV Å⁻¹
relative energy (zero: lowest compared OMol25 entry of this formula, charge and spin) = 66.4 kcal per mole
HOMO level = -8.5 eV
SMILES = C[C@H]1[C@H]2CO[C@@H]12
HOMO-LUMO gap = 9.62 eV

The geometry in XYZ format:
```
14
Properties=species:S:1:pos:R:3:lowdin_charge:R:1
O -1.433 0.239 1.004 -0.087
C -0.619 1.081 0.233 -0.187
C 1.620 -0.277 0.435 -0.052
C -0.603 -0.028 -0.984 -0.084
C -1.383 -0.829 0.029 -0.152
C 0.619 0.519 -0.342 -0.326
H -2.381 -1.112 -0.315 0.122
H 2.293 0.409 0.958 0.081
H -0.893 -1.679 0.513 0.115
H 1.127 -0.903 1.185 0.076
H 1.050 1.278 -0.996 0.145
H -0.909 0.077 -2.019 0.119
H -0.684 2.137 0.541 0.149
H 2.195 -0.912 -0.242 0.080
```

---

One molecule with the formula C5H8O. Source: OMol25; level of theory: ωB97M-V/def2-TZVPD.

Values from the calculation:
lowest unoccupied orbital energy = 1.067 eV
charge = 0
energy = -270.51143 Eh
largest force on an atom = 0.55 eV Å⁻¹
relative energy (zero: lowest compared OMol25 entry of this formula, charge and spin) = 29.2 kcal per mole
HOMO level = -9.8 eV
SMILES = C[C@H]1C[C@H]1C=O
HOMO-LUMO gap = 10.88 eV

The geometry in XYZ format:
```
14
Properties=species:S:1:pos:R:3:lowdin_charge:R:1
O -2.510 0.623 0.536 0.055
C 0.440 -0.641 -0.434 -0.285
C -0.481 -0.608 0.769 -0.221
C 0.321 0.469 -1.462 -0.064
C 1.001 -0.454 0.942 -0.086
C -1.344 0.601 0.857 -0.258
H 0.577 -1.635 -0.856 0.134
H -0.722 0.571 -1.782 0.082
H 1.556 -1.268 1.394 0.103
H 0.924 0.255 -2.349 0.075
H -0.971 -1.535 1.043 0.144
H 1.359 0.537 1.213 0.107
H 0.647 1.435 -1.061 0.083
H -0.839 1.532 1.193 0.131
```

---

One molecule with the formula C5H8O. Source: OMol25; level of theory: ωB97M-V/def2-TZVPD.

Values from the calculation:
lowest unoccupied orbital energy = 1.084 eV
charge = 0
energy = -270.46246 Eh
largest force on an atom = 3.32 eV Å⁻¹
relative energy (zero: lowest compared OMol25 entry of this formula, charge and spin) = 59.9 kcal per mole
HOMO level = -8.5 eV
SMILES = C[C@@H]1C=CCO1
HOMO-LUMO gap = 9.55 eV

The geometry in XYZ format:
```
14
Properties=species:S:1:pos:R:3:lowdin_charge:R:1
O -0.317 1.063 -0.901 -0.097
C -0.288 -0.341 -0.783 -0.304
C 1.055 -0.629 -0.196 -0.052
C -1.523 -1.079 0.228 -0.032
C 0.634 1.632 0.013 -0.185
C 1.532 0.480 0.374 -0.060
H -1.393 -0.558 1.159 0.040
H -0.885 -0.900 -1.451 0.095
H 1.169 2.454 -0.487 0.123
H 2.390 0.575 1.037 0.107
H 0.118 2.064 0.888 0.121
H -2.573 -0.961 -0.130 0.067
H 1.470 -1.624 -0.122 0.108
H -1.389 -2.176 0.371 0.068
```

---

C5H8O as an isolated structure. Source: OMol25; level of theory: ωB97M-V/def2-TZVPD.

Values from the calculation:
lowest unoccupied orbital energy = 1.126 eV
charge = 0
energy = -270.47077 Eh
largest force on an atom = 0.29 eV Å⁻¹
relative energy (zero: lowest compared OMol25 entry of this formula, charge and spin) = 54.7 kcal per mole
HOMO level = -9.2 eV
HOMO-LUMO gap = 10.33 eV

The geometry in XYZ format:
```
14
Properties=species:S:1:pos:R:3:lowdin_charge:R:1
O -0.425 -1.587 -0.123 -0.080
C 1.132 -0.137 -0.194 -0.131
C -0.040 0.752 -0.560 -0.242
C 0.630 -1.191 0.791 -0.135
C -1.094 1.173 0.437 -0.055
C 0.037 -0.644 -1.088 -0.227
H -1.333 0.348 1.109 0.067
H 0.016 -0.924 -2.140 0.147
H -2.022 1.451 -0.069 0.081
H 0.231 1.499 -1.307 0.138
H 0.241 -0.822 1.743 0.108
H 1.299 -2.025 1.005 0.119
H -0.758 2.021 1.038 0.080
H 2.164 0.102 -0.429 0.129
```

---

One molecule with the formula C5H8O. Source: OMol25; level of theory: ωB97M-V/def2-TZVPD.

Values from the calculation:
lowest unoccupied orbital energy = 0.895 eV
charge = 0
energy = -270.49330 Eh
largest force on an atom = 1.10 eV Å⁻¹
relative energy (zero: lowest compared OMol25 entry of this formula, charge and spin) = 40.5 kcal per mole
HOMO level = -9.7 eV
SMILES = O=CC1CCC1
HOMO-LUMO gap = 10.62 eV

The geometry in XYZ format:
```
14
Properties=species:S:1:pos:R:3:lowdin_charge:R:1
O -1.673 -1.547 -0.395 0.034
C -0.648 0.452 0.370 -0.223
C 0.434 -0.667 0.833 -0.120
C -1.746 -0.344 -0.281 -0.232
C 1.202 -0.320 -0.457 -0.184
C 0.552 1.055 -0.406 -0.164
H 0.804 -0.899 -1.299 0.110
H -2.697 0.158 -0.547 0.121
H 1.089 1.650 0.346 0.112
H 2.292 -0.372 -0.469 0.101
H 0.436 1.656 -1.309 0.104
H 0.937 -0.339 1.739 0.101
H 0.178 -1.734 0.929 0.105
H -1.162 1.252 0.946 0.137
```

---

One molecule with the formula C5H8O. Source: OMol25; level of theory: ωB97M-V/def2-TZVPD.

Values from the calculation:
lowest unoccupied orbital energy = 1.069 eV
charge = 0
energy = -270.45370 Eh
largest force on an atom = 3.43 eV Å⁻¹
relative energy (zero: lowest compared OMol25 entry of this formula, charge and spin) = 65.4 kcal per mole
HOMO level = -8.7 eV
SMILES = C/C=C\[C@H]1CO1
HOMO-LUMO gap = 9.82 eV

The geometry in XYZ format:
```
14
Properties=species:S:1:pos:R:3:lowdin_charge:R:1
O 0.096 1.803 -1.001 -0.043
C -0.850 -1.685 1.590 -0.100
C -0.398 -1.671 0.129 -0.131
C -0.015 0.694 -0.142 -0.312
C 1.261 1.586 -0.231 -0.077
C -0.081 -0.614 -0.710 -0.066
H -1.992 -1.723 1.655 0.096
H -0.479 -2.584 -0.395 0.067
H -0.578 -2.666 2.177 0.110
H 1.538 2.251 0.539 0.086
H -0.525 0.734 0.804 0.119
H 0.189 -0.732 -1.756 0.118
H 2.115 1.197 -0.802 0.111
H -0.533 -0.763 1.979 0.022
```

---

One molecule with the formula C5H8O. Source: OMol25; level of theory: ωB97M-V/def2-TZVPD.

Values from the calculation:
lowest unoccupied orbital energy = 0.982 eV
charge = 0
energy = -270.55539 Eh
largest force on an atom = 0.52 eV Å⁻¹
relative energy (zero: lowest compared OMol25 entry of this formula, charge and spin) = 1.6 kcal per mole
HOMO level = -9.4 eV
SMILES = O=C1CCCC1
HOMO-LUMO gap = 10.39 eV

The geometry in XYZ format:
```
14
Properties=species:S:1:pos:R:3:lowdin_charge:R:1
O -0.474 2.364 0.756 0.087
C 0.959 -0.709 0.211 -0.195
C 1.061 0.749 -0.246 -0.118
C -1.307 0.176 0.059 -0.109
C -0.478 -1.100 -0.192 -0.191
C -0.273 1.290 0.242 -0.406
H 1.052 -0.742 1.304 0.118
H 1.726 -1.366 -0.208 0.109
H 1.909 1.320 0.136 0.119
H -0.501 -1.377 -1.253 0.108
H -0.846 -1.961 0.374 0.105
H -1.954 0.441 -0.785 0.121
H -1.943 0.119 0.947 0.121
H 1.067 0.798 -1.345 0.130
```

---

One molecule with the formula C5H8O. Source: OMol25; level of theory: ωB97M-V/def2-TZVPD.

Values from the calculation:
lowest unoccupied orbital energy = 0.891 eV
charge = 0
energy = -270.45420 Eh
largest force on an atom = 1.47 eV Å⁻¹
relative energy (zero: lowest compared OMol25 entry of this formula, charge and spin) = 65.1 kcal per mole
HOMO level = -9.1 eV
SMILES = C[C@H]1C[C@H]1C=O
HOMO-LUMO gap = 10.01 eV

The geometry in XYZ format:
```
14
Properties=species:S:1:pos:R:3:lowdin_charge:R:1
O -2.444 -0.223 0.336 -0.004
C -1.726 -0.771 -0.483 -0.247
C 0.949 0.186 0.301 -0.205
C 0.938 1.499 -0.426 -0.084
C -0.225 -0.913 -0.336 -0.131
C 0.044 -0.598 1.116 -0.142
H -0.065 1.739 -0.768 0.076
H -2.223 -1.354 -1.293 0.123
H 1.996 -0.073 0.558 0.134
H 0.196 -1.661 -0.998 0.109
H -0.882 -0.147 1.451 0.098
H 1.566 1.326 -1.312 0.082
H 1.388 2.344 0.108 0.075
H 0.489 -1.355 1.746 0.116
```